{"formula": "C18H52N2O11", "method": "ωB97M-V with the def2-TZVPD basis set", "elements": ["C", "O", "C", "C", "N", "H", "H", "C", "C", "O", "C", "H", "H", "H", "H", "H", "H", "H", "H", "H", "H", "H", "H", "H", "H", "N", "O", "O", "O", "C", "C", "O", "H", "H", "H", "H", "H", "H", "C", "C", "O", "H", "H", "H", "H", "H", "H", "C", "C", "O", "H", "H", "H", "H", "H", "H", "C", "C", "O", "H", "H", "H", "H", "H", "H", "C", "C", "O", "H", "H", "H", "H", "H", "H", "C", "C", "O", "H", "H", "H", "H", "H", "H"], "positions_angstrom": [[-3.168, 8.449, 0.670], [-3.667, 7.305, 1.364], [-2.817, 6.255, 0.998], [-3.069, 5.124, 2.020], [-2.526, 3.873, 1.675], [-2.647, 3.836, 0.740], [-1.408, 4.063, 1.773], [-3.114, 2.787, 2.466], [-2.122, 1.547, 2.524], [-2.760, 0.508, 3.116], [-2.033, -0.708, 2.963], [-3.023, 8.336, -0.381], [-2.284, 8.979, 1.228], [-3.922, 9.155, 0.660], [-1.688, 6.335, 0.799], [-3.259, 5.785, 0.057], [-4.119, 5.012, 1.835], [-2.916, 5.366, 3.071], [-4.038, 2.423, 2.003], [-3.595, 3.244, 3.385], [-1.169, 1.795, 2.997], [-1.772, 1.443, 1.479], [-2.238, -0.955, 1.881], [-2.493, -1.624, 3.456], [-1.057, -0.871, 3.276], [0.566, -0.949, 0.014], [-0.311, -1.844, 0.151], [1.203, -0.939, -1.076], [0.651, 0.003, 0.850], [1.016, -6.344, -1.076], [0.957, -4.732, -1.142], [-0.367, -4.298, -1.292], [0.583, -6.572, 0.030], [2.151, -6.712, -1.133], [0.331, -6.701, -1.905], [1.775, -4.563, -2.060], [1.381, -4.217, -0.101], [-0.479, -3.503, -0.969], [0.681, -4.179, 4.866], [1.047, -3.145, 3.810], [0.362, -3.459, 2.554], [1.074, -3.650, 5.674], [0.948, -5.200, 4.646], [-0.456, -4.306, 4.893], [2.118, -2.982, 3.874], [0.643, -2.007, 3.945], [0.207, -2.599, 2.071], [5.717, -1.131, 0.567], [4.227, -1.085, 0.601], [3.669, -2.133, -0.104], [6.239, -1.929, 1.021], [6.421, -0.267, 1.085], [5.851, -1.128, -0.554], [3.973, -0.077, 0.125], [3.821, -1.046, 1.457], [2.742, -1.949, -0.413], [-3.377, -0.898, -3.103], [-2.190, -0.711, -2.101], [-1.028, -0.487, -2.826], [-3.429, 0.195, -3.650], [-4.326, -0.921, -2.716], [-3.178, -1.693, -3.818], [-1.920, -1.496, -1.565], [-2.170, 0.069, -1.218], [-0.331, -0.698, -2.191], [2.692, 3.904, -1.320], [2.212, 2.452, -1.302], [1.023, 2.421, -0.651], [3.580, 4.022, -1.950], [2.999, 4.275, -0.353], [2.269, 4.586, -1.704], [3.050, 1.880, -1.050], [1.562, 1.845, -2.142], [0.958, 1.653, -0.134], [1.851, -2.104, -4.423], [0.530, -2.921, -4.641], [0.674, -3.702, -5.864], [2.683, -2.755, -4.257], [1.834, -1.310, -3.775], [2.128, -1.538, -5.365], [-0.362, -2.262, -4.820], [0.442, -3.402, -3.788], [0.011, -4.264, -5.709]], "atomic_forces_ev_per_a": [[1.39, 1.32, 1.83], [2.19, 0.33, -0.75], [0.24, -3.03, -0.73], [-2.32, 3.09, 0.38], [5.24, 0.88, 3.12], [-0.50, -1.25, -4.22], [-2.83, -1.61, -0.05], [-0.57, -1.79, 1.22], [0.20, 2.58, -0.54], [0.04, -0.66, 1.26], [-3.67, -2.96, -2.39], [0.80, -0.88, -0.73], [-1.27, -1.40, -1.17], [-1.81, 1.53, 0.51], [-1.48, 1.10, 0.49], [0.81, 0.70, 0.43], [-0.97, -0.15, 0.76], [0.28, 0.10, -0.17], [0.36, 0.12, -0.70], [1.54, -0.65, -0.46], [0.04, 0.31, 0.63], [-0.54, -0.77, -0.11], [1.26, -0.04, 0.85], [-0.43, 1.67, -0.04], [2.24, 1.23, 0.33], [-1.68, 0.61, -0.96], [0.87, 0.60, 0.91], [0.31, 0.35, 1.24], [0.35, -1.28, -0.70], [0.01, 1.24, 2.38], [3.30, -0.54, 0.83], [1.10, -7.02, -3.46], [0.87, -0.11, -2.79], [-2.71, 0.74, -0.06], [1.02, 0.01, 1.09], [-2.37, 0.61, 2.01], [-0.65, -1.47, -2.77], [-0.53, 6.57, 2.76], [-3.09, 0.79, -2.04], [-2.70, 2.26, -1.21], [1.17, 1.08, 0.08], [0.51, -0.39, 2.37], [1.17, -0.04, 0.07], [1.34, 0.72, 0.38], [0.51, -0.42, -1.14], [0.78, -2.54, 1.00], [0.29, -1.48, 0.38], [2.41, 2.29, -0.92], [1.66, 2.64, -5.37], [-0.94, -1.27, -1.26], [-0.11, -1.70, 0.19], [-2.53, -1.29, -1.51], [0.89, -0.08, 1.18], [0.06, -1.02, 0.31], [-2.72, 0.26, 6.91], [1.38, 0.13, 0.36], [2.83, 4.29, -0.92], [-1.13, 3.11, -0.54], [0.90, 0.76, -1.08], [0.36, -2.76, 0.68], [-2.19, -0.70, 1.41], [0.07, 0.14, 0.08], [-0.19, -4.39, 2.41], [-1.33, -0.47, -1.68], [0.61, 0.04, -0.54], [7.05, -8.39, 3.15], [-1.96, 0.41, -4.72], [-2.62, 2.20, 3.90], [0.68, -0.74, 0.25], [0.04, -0.48, 0.71], [-7.61, 8.68, -5.08], [0.78, -1.41, 1.33], [3.79, 1.81, -0.83], [-0.29, -2.11, 1.39], [-0.67, -0.56, -4.07], [1.62, 4.88, -4.40], [3.59, 3.26, 0.92], [0.40, -0.52, 0.45], [-0.49, 1.42, 2.36], [-0.43, -0.87, 0.49], [0.90, -0.29, 0.55], [-0.99, -3.29, 3.75], [-3.94, -4.02, 0.00]], "lowdin_charge": [-0.095, -0.138, -0.235, -0.180, 0.020, 0.128, 0.276, -0.068, -0.244, -0.146, -0.074, 0.085, 0.140, 0.058, 0.160, 0.151, 0.136, 0.155, 0.146, 0.155, 0.132, 0.123, 0.110, 0.119, 0.035, -0.496, -0.040, -0.037, -0.035, -0.123, -0.345, -0.049, 0.097, 0.095, 0.066, 0.136, 0.145, -0.061, -0.092, -0.304, -0.124, 0.044, 0.071, 0.097, 0.092, 0.133, 0.047, -0.095, -0.380, -0.069, 0.034, 0.127, 0.092, 0.124, 0.031, 0.063, -0.043, -0.337, -0.087, 0.125, 0.012, 0.069, 0.025, 0.133, 0.031, -0.050, -0.312, -0.105, 0.092, 0.087, -0.059, 0.075, 0.178, -0.001, -0.056, -0.240, -0.040, 0.061, 0.015, 0.089, 0.120, 0.026, -0.006], "e_homo_ev": -8.709, "charge": 0, "e_tot_ev": -44993.8246, "de_lowest_kj_mol": 138.3, "homo_lumo_gap_ev": 7.530}

***

{"formula": "C18H52N4O6", "method": "ωB97M-V with the def2-TZVPD basis set", "elements": ["C", "O", "C", "C", "C", "N", "H", "H", "H", "H", "H", "H", "H", "H", "H", "H", "H", "C", "O", "C", "C", "C", "N", "H", "H", "H", "H", "H", "H", "H", "H", "H", "H", "H", "C", "O", "C", "C", "C", "N", "H", "H", "H", "H", "H", "H", "H", "H", "H", "H", "H", "C", "O", "C", "C", "C", "N", "H", "H", "H", "H", "H", "H", "H", "H", "H", "H", "H", "C", "O", "H", "H", "H", "H", "C", "O", "H", "H", "H", "H"], "positions_angstrom": [[-4.177, -22.047, 47.971], [-4.289, -23.359, 48.365], [-4.216, -23.576, 49.743], [-4.095, -25.080, 50.106], [-5.423, -25.804, 49.803], [-3.849, -25.181, 51.550], [-4.144, -21.955, 46.885], [-3.268, -21.596, 48.368], [-5.059, -21.486, 48.281], [-3.374, -22.954, 50.043], [-5.106, -23.142, 50.198], [-3.280, -25.503, 49.517], [-5.603, -25.689, 48.734], [-6.243, -25.285, 50.299], [-5.537, -26.850, 50.084], [-4.660, -24.906, 52.086], [-3.107, -24.585, 51.889], [-8.965, -23.158, 56.145], [-8.362, -24.362, 56.513], [-8.497, -24.646, 57.900], [-7.772, -25.972, 58.279], [-8.442, -27.131, 57.517], [-7.815, -26.261, 59.700], [-8.391, -22.401, 56.679], [-9.998, -23.055, 56.478], [-8.830, -22.987, 55.077], [-8.048, -23.942, 58.601], [-9.566, -24.742, 58.095], [-6.726, -25.935, 57.975], [-8.378, -27.047, 56.432], [-9.515, -27.138, 57.712], [-8.056, -28.114, 57.785], [-8.810, -26.403, 59.804], [-7.456, -25.439, 60.163], [-8.764, -19.166, 42.790], [-9.023, -18.680, 44.072], [-9.444, -19.642, 44.997], [-9.650, -18.966, 46.373], [-9.940, -19.866, 47.561], [-10.814, -18.113, 46.389], [-9.469, -19.893, 42.387], [-7.758, -19.585, 42.814], [-8.736, -18.360, 42.057], [-10.356, -20.062, 44.573], [-8.852, -20.557, 45.021], [-8.761, -18.338, 46.441], [-9.042, -20.433, 47.803], [-10.889, -20.392, 47.461], [-10.164, -19.272, 48.447], [-11.582, -18.714, 46.128], [-10.780, -17.485, 45.598], [2.294, -16.110, 56.809], [1.439, -15.555, 55.868], [0.718, -16.434, 55.035], [1.579, -17.136, 53.917], [1.960, -16.164, 52.843], [0.939, -18.295, 53.345], [2.906, -15.325, 57.253], [3.002, -16.836, 56.411], [1.742, -16.530, 57.650], [0.230, -17.238, 55.586], [-0.123, -15.899, 54.593], [2.504, -17.514, 54.353], [1.121, -15.505, 52.616], [2.387, -16.658, 51.970], [2.811, -15.540, 53.117], [-0.021, -18.043, 53.160], [1.215, -18.472, 52.390], [-4.984, -18.525, 52.821], [-4.086, -18.227, 51.786], [-4.958, -19.540, 53.218], [-4.702, -17.900, 53.669], [-5.982, -18.183, 52.551], [-4.086, -17.287, 51.593], [-5.826, -13.662, 48.887], [-4.688, -13.858, 49.652], [-5.573, -13.742, 47.830], [-6.514, -14.504, 48.968], [-6.421, -12.778, 49.114], [-4.075, -13.122, 49.584]], "atomic_forces_ev_per_a": [[-0.21, 0.84, -0.21], [-0.23, -1.81, -1.20], [0.04, 0.20, -0.46], [-0.88, 0.81, 0.75], [0.09, 0.69, -0.55], [0.33, -0.38, 0.02], [0.08, -0.42, -0.03], [0.10, 0.28, 0.18], [-0.04, 0.39, 0.30], [0.45, -0.37, 0.86], [-0.31, -0.06, 0.44], [0.10, -0.14, 0.23], [-0.14, -0.21, -0.07], [-0.03, 0.21, 0.14], [0.66, 0.02, 0.01], [-0.31, -0.09, -0.14], [0.30, 0.04, -0.27], [0.89, 0.78, 0.62], [0.26, -0.96, 0.48], [0.62, -1.20, -0.17], [-0.29, -0.68, -1.82], [-0.02, -0.05, -0.15], [-0.15, 0.01, -1.04], [-0.16, 0.72, -0.12], [-0.29, -0.27, -0.23], [-0.25, -0.24, 0.06], [-0.08, 0.97, -0.38], [-0.22, -0.01, 0.44], [0.07, 0.32, -0.16], [0.27, 0.28, 0.04], [-0.19, 0.01, 0.27], [0.16, 0.12, 0.19], [-0.18, 0.19, 1.31], [-0.44, 0.03, 0.65], [0.91, -0.01, -0.45], [-0.06, 0.85, 0.27], [-0.95, -0.89, 0.09], [-0.46, -0.21, -0.63], [1.15, 0.14, 0.44], [-0.56, 1.00, -0.96], [-0.27, -0.24, 0.41], [0.08, -0.45, -0.32], [-0.10, 0.32, 0.33], [-0.88, 0.03, 0.40], [1.07, 0.19, 0.23], [0.12, -0.03, 0.70], [-0.45, -0.78, 0.03], [0.39, -0.70, -0.50], [0.36, 0.45, -0.13], [-0.52, -0.15, 0.25], [0.18, 0.48, -0.15], [0.49, -0.17, 0.78], [-0.44, 0.60, -1.01], [0.42, -1.52, -0.48], [0.73, 0.63, 0.36], [0.96, 1.02, -0.19], [-1.65, -0.49, 0.11], [-0.11, 0.29, -0.26], [-0.15, -0.26, -0.16], [-0.17, -0.42, 0.00], [0.13, -0.21, 0.54], [0.27, 0.44, -0.20], [0.06, 0.12, 0.41], [0.03, -0.07, -0.46], [-0.56, -0.23, -0.27], [-0.18, 0.38, 0.50], [-0.69, -0.11, 0.35], [0.84, 0.00, -0.02], [-0.21, 1.73, 0.94], [0.71, -1.00, -0.76], [0.16, -0.14, -0.85], [-0.10, 0.01, 0.47], [-0.34, -0.56, 0.00], [-0.20, 0.00, 0.17], [-0.82, -0.50, -1.33], [0.57, -0.38, 1.13], [0.00, 0.68, -0.33], [0.17, -0.20, 0.72], [0.28, 0.28, 0.00], [-0.19, 0.08, -0.17]], "lowdin_charge": [-0.135, -0.193, -0.222, -0.399, -0.063, 0.024, 0.089, 0.087, 0.087, 0.115, 0.123, 0.137, 0.074, 0.073, 0.075, 0.065, 0.063, -0.123, -0.187, -0.207, -0.447, -0.069, 0.039, 0.083, 0.086, 0.091, 0.116, 0.122, 0.137, 0.074, 0.074, 0.075, 0.069, 0.067, -0.121, -0.186, -0.221, -0.429, -0.072, 0.020, 0.087, 0.088, 0.087, 0.117, 0.122, 0.141, 0.074, 0.080, 0.075, 0.068, 0.069, -0.125, -0.172, -0.184, -0.451, -0.077, 0.031, 0.088, 0.082, 0.087, 0.117, 0.123, 0.120, 0.082, 0.074, 0.077, 0.066, 0.065, -0.179, -0.123, 0.081, 0.070, 0.075, 0.075, -0.198, -0.110, 0.075, 0.077, 0.078, 0.079], "e_homo_ev": -9.180, "charge": 0, "e_tot_ev": -37749.6573, "de_lowest_kj_mol": 260.4, "homo_lumo_gap_ev": 9.541}

***

Table of max |F| (eV Å⁻¹), in record order: 12.61; 2.18